An isolated molecule of C4H8O3. Source: OMol25; level of theory: wB97M-V/def2-TZVPD.

Values from the calculation:
* orbital gap: 11.20 eV
* calculated total energy: -10419.6617 eV
* highest occupied orbital energy: -0.381 Eh
* ΔE to the lowest compared entry with this formula, charge and spin: 30.94 kcal per mole

Geometry as ORCA input:
```
! RIJCOSX wB97M-V def2-TZVPD def2/J DEFGRID3
* xyz 0 1
C -0.4819 2.3623 -0.1112
O 0.4206 1.4796 0.5419
C 0.6204 0.3792 -0.2134
O 0.8913 0.3999 -1.3897
C 0.3997 -0.8835 0.5894
C -0.6611 -1.7605 -0.0722
O 1.6392 -1.5425 0.7261
H 0.0225 3.0358 -0.8023
H -1.0107 2.8933 0.6790
H -1.1766 1.7309 -0.6746
H 0.0723 -0.5807 1.5863
H -1.6454 -1.2758 -0.0945
H -0.7461 -2.6900 0.4965
H -0.3746 -1.9944 -1.1026
H 2.0305 -1.5535 -0.1589
*
```

A cluster of 2 separate species, CH7NSi2 in total. Source: OMol25; level of theory: wB97M-V/def2-TZVPD.

Values from the calculation:
* orbital gap: 8.47 eV
* calculated total energy: -18391.5970 eV
* highest occupied orbital energy: -0.326 Eh
* ΔE to the lowest compared entry with this formula, charge and spin: 57.94 kcal per mole

Geometry as ORCA input:
```
! RIJCOSX wB97M-V def2-TZVPD def2/J DEFGRID3
* xyz 0 1
C 0.6168 1.4053 -0.1653
N 0.6003 -0.0124 -0.1050
Si 0.1328 -1.2362 1.2427
Si -0.5219 -1.1197 -0.9471
H -0.0943 1.7828 -1.0394
H 0.5197 1.8955 0.7538
H 1.6801 1.7609 -0.5218
H 1.1985 -1.1046 2.1702
H -1.0826 -1.1714 2.0938
H -2.6903 -0.6792 -1.1053
H -0.3592 -1.5211 -2.3766
*
```

A structure of composition C21H28F6N4O4S4Sc. Source: OMol25; level of theory: wB97M-V/def2-TZVPD.

Values from the calculation:
* orbital gap: 7.62 eV
* calculated total energy: -116727.8516 eV
* highest occupied orbital energy: -0.408 Eh
* ΔE to the lowest compared entry with this formula, charge and spin: 0.00 kcal per mole

Geometry as ORCA input:
```
! RIJCOSX wB97M-V def2-TZVPD def2/J DEFGRID3
* xyz 1 1
Sc -1.3570 1.1302 -0.3146
C -2.3160 -0.5025 -3.0730
C -2.5726 -1.3622 -1.8721
C -2.9532 -2.7068 -2.0453
C -3.1527 -3.4942 -0.9522
C -2.9941 -2.9595 0.3445
C -3.1862 -3.7395 1.5064
C -3.0211 -3.1693 2.7359
C -2.6706 -1.8109 2.8483
C -2.4757 -1.0167 1.7419
S -2.0820 0.6905 1.9423
C -2.6290 -1.6019 0.4563
N -2.4097 -0.8336 -0.6670
H -2.7656 -0.9411 -3.9607
H -1.2422 -0.4101 -3.2551
H -2.7272 0.4993 -2.9492
H -3.0785 -3.0917 -3.0473
H -3.4405 -4.5327 -1.0637
H -3.4694 -4.7788 1.4016
H -3.1728 -3.7537 3.6335
H -2.5661 -1.3659 3.8297
F -0.4423 2.7103 -5.0388
C -1.0786 3.5871 -4.2765
F -0.8821 4.8104 -4.7197
F -2.3788 3.3058 -4.2698
S -0.4235 3.4321 -2.5615
O -0.8130 2.0514 -2.1943
O 0.9682 3.7046 -2.5764
N -1.3062 4.5066 -1.8252
S -1.9271 4.3062 -0.4157
O -1.3028 3.1712 0.2998
O -2.1090 5.5064 0.3050
C -3.6095 3.5982 -0.7238
F -4.3264 3.6014 0.3732
F -3.4214 2.2766 -1.0962
F -4.2374 4.2034 -1.7013
C 5.7662 2.1277 1.8204
C 4.3940 1.8237 2.4068
C 3.2662 2.3068 1.5032
C 1.8775 2.0473 2.0665
N 1.5914 0.6221 2.2802
C 1.1670 -0.2454 1.3723
S 0.9877 0.2463 -0.2892
N 0.9459 -1.4990 1.7521
C 0.5400 -2.6372 0.9258
C 1.6882 -3.6160 0.7073
C 2.7905 -3.0775 -0.2013
C 2.3728 -2.9995 -1.6647
H 6.5656 1.7787 2.4730
H 5.8992 3.2008 1.6744
H 5.8915 1.6442 0.8498
H 4.2988 2.2940 3.3909
H 4.3006 0.7444 2.5681
H 3.3470 1.8413 0.5173
H 3.3590 3.3842 1.3411
H 1.1064 2.4590 1.4179
H 1.7627 2.5213 3.0419
H 1.7347 0.2755 3.2170
H 1.0922 -1.7080 2.7301
H 0.1692 -2.2443 -0.0185
H -0.2942 -3.1221 1.4354
H 1.2727 -4.5317 0.2770
H 2.0981 -3.8982 1.6818
H 3.6644 -3.7251 -0.1105
H 3.1123 -2.0923 0.1522
H 2.1150 -3.9897 -2.0456
H 3.1795 -2.6065 -2.2831
H 1.5101 -2.3454 -1.8089
*
```